Record 1
C2H6IN2O | ωB97M-V/def2-TZVPD

The geometry in XYZ format:
```
12
Properties=species:S:1:pos:R:3
C 0.12091 0.46720 -0.72593
C -0.17223 0.00538 0.78952
N 1.18422 1.24972 -1.11742
N -1.02617 -1.15079 0.95236
O -0.86435 0.99900 0.03320
I 2.59350 0.39888 -2.28521
H -0.13534 -0.27786 -1.52197
H 0.25604 0.48729 1.66774
H 1.53149 2.08418 -0.69706
H -1.03733 -1.88090 0.14398
H -1.94653 -0.73816 1.13183
H -0.50421 -1.64394 1.62898
```

Values from the calculation:
Net charge ... +1
Orbital gap ... 8.5628 eV
SMILES ... [NH3+][C@@H]1O[C@H]1NI
E_LUMO ... -3.9 eV
Multiplicity ... 1
HOMO ... -0.458 Eh
Largest force on an atom ... 4.06 eV/Å
Relative energy (zero: lowest compared OMol25 entry of this formula, charge and spin) ... 2.559 eV
Molecular weight ... 201.0 g mol⁻¹

Atom charges from the Löwdin analysis, given in e for atoms 1 to 8:
1 C -0.4542
2 C -0.1845
3 N -0.4767
4 N 0.2349
5 O 0.0345
6 I 0.9078
7 H 0.1356
8 H 0.1714

***

Record 2
C10H21N3O2 | ωB97M-V/def2-TZVPD

The geometry in XYZ format:
```
36
Properties=species:S:1:pos:R:3
O -1.69615 0.88436 1.39151
O 3.28276 2.41473 0.68624
C -1.19063 0.22284 0.53336
N -1.75301 -0.98355 0.19447
N -0.10116 0.77093 -0.16583
C -1.12777 -2.94582 -1.11704
C -1.95769 -2.18117 2.25584
C -1.66512 -1.51356 -1.17979
C -2.72876 -1.60106 1.05423
C 1.10432 -0.07286 -0.40377
C -0.03591 2.23994 -0.36487
C 2.88636 2.23161 -1.34443
C 2.23707 0.55690 0.35075
C 1.18959 2.77477 0.36505
N 2.36381 1.98444 0.01042
H -0.11548 -2.91881 -0.73887
H -1.15108 -3.34417 -2.10981
H -1.75461 -3.57311 -0.46302
H -1.14480 -2.85357 1.93620
H -1.57856 -1.37011 2.86559
H -2.64856 -2.82472 2.88488
H -1.06518 -0.91583 -1.86895
H -2.70930 -1.54256 -1.58226
H -3.54548 -0.93223 1.34872
H -3.24971 -2.41972 0.54720
H 0.93810 -1.06996 -0.13937
H 1.35404 -0.08730 -1.47596
H 0.05401 2.40882 -1.43382
H -0.94799 2.69738 -0.01860
H 3.00926 3.30898 -1.53266
H 2.21025 1.85809 -2.10942
H 3.88443 1.75222 -1.49219
H 2.09758 0.48825 1.44858
H 3.14895 0.05719 0.06806
H 1.03613 2.64951 1.45162
H 1.37025 3.84922 0.14791
```

Values from the calculation:
Orbital gap ... 8.7102 eV
SMILES ... CCN(CC)C(=O)N1CC[N+](C)([O-])CC1
E_LUMO ... 0.7 eV
Multiplicity ... 1
HOMO ... -0.296 Eh
Largest force on an atom ... 10.37 eV/Å
Relative energy (zero: lowest compared OMol25 entry of this formula, charge and spin) ... 1.562 eV
Molecular weight ... 215.3 g mol⁻¹

Atom charges from the Löwdin analysis, given in e for atoms 1 to 8:
1 O 0.0834
2 O -0.1818
3 C -0.5094
4 N -0.0775
5 N -0.0292
6 C -0.0811
7 C -0.0737
8 C -0.1961